--- P ---
This record from the Open Molecules 2025 dataset describes a 2-piece molecular cluster, C4H12 overall. The level of theory is ωB97M-V/def2-TZVPD.

Highest occupied orbital energy (spin up / spin down)   1.5 / -7.5 eV
Gap between HOMO and LUMO (spin up / spin down)   2.8 / 12.0 eV
Multiplicity   2
Charge   -1

Element x y z (Å)
1 C -0.811 -1.212 -2.152
2 C -0.745 -1.620 -0.652
3 H -0.487 -0.130 -2.086
4 H -0.309 -2.010 -2.716
5 H -1.791 -1.103 -2.495
6 H 0.279 -1.501 -0.161
7 H -1.546 -1.178 -0.052
8 H -0.935 -2.739 -0.654
9 C 0.809 0.839 0.907
10 C 0.780 2.103 1.799
11 H 1.391 1.042 0.016
12 H 1.213 -0.089 1.427
13 H -0.166 0.492 0.647
14 H 0.722 2.859 1.210
15 H 1.713 2.086 2.461
16 H -0.116 2.161 2.501

So, what does the Löwdin scheme give us? The charges, in e, come out as: -0.30, -0.35, 0.05, 0.05, 0.00, 0.04, 0.02, 0.04, -0.38, -0.30, 0.02, 0.04, 0.00, -0.05, 0.06, 0.06

***

--- Q ---
This record from the Open Molecules 2025 dataset describes a 2-piece molecular cluster, C4H12 overall. The level of theory is ωB97M-V/def2-TZVPD.

Highest occupied orbital energy (spin up / spin down)   1.6 / -7.6 eV
Gap between HOMO and LUMO (spin up / spin down)   2.8 / 12.1 eV
Multiplicity   2
Charge   -1

Element x y z (Å)
1 C -0.404 -0.013 -1.837
2 C 0.846 0.530 -2.528
3 H -1.199 0.754 -1.909
4 H -0.963 -0.807 -2.335
5 H -0.293 -0.210 -0.776
6 H 1.565 -0.276 -2.645
7 H 1.296 1.298 -1.885
8 H 0.587 1.062 -3.438
9 C -0.962 -0.342 2.322
10 C 0.572 -0.218 2.074
11 H -1.304 -1.344 2.571
12 H -1.200 0.269 3.200
13 H -1.495 0.086 1.476
14 H 0.887 0.751 2.459
15 H 0.762 -0.189 1.005
16 H 1.081 -1.063 2.527

So, what does the Löwdin scheme give us? The charges, in e, come out as: -0.37, -0.36, 0.02, 0.02, 0.01, 0.03, 0.03, 0.02, -0.28, -0.29, 0.03, 0.04, 0.03, 0.03, 0.01, 0.04

***

--- R ---
This record from the Open Molecules 2025 dataset describes a 2-piece molecular cluster, C4H12 overall. The level of theory is ωB97M-V/def2-TZVPD.

Highest occupied orbital energy (spin up / spin down)   1.4 / -7.8 eV
Gap between HOMO and LUMO (spin up / spin down)   2.7 / 11.9 eV
Multiplicity   2
Charge   -1

Element x y z (Å)
1 C 1.826 2.296 -0.250
2 H 2.557 3.104 -0.252
3 H 0.977 2.541 0.401
4 H 2.315 1.382 0.093
5 H 1.401 2.078 -1.232
6 C -0.675 -1.625 -1.031
7 C -0.474 -0.532 0.011
8 C -1.240 -0.826 1.287
9 H -0.381 -2.599 -0.631
10 H -0.126 -1.405 -1.949
11 H -1.727 -1.721 -1.231
12 H -0.707 0.425 -0.433
13 H 0.594 -0.540 0.244
14 H -0.858 -0.172 2.088
15 H -2.296 -0.546 1.250
16 H -1.188 -1.859 1.636

So, what does the Löwdin scheme give us? The charges, in e, come out as: -0.45, -0.04, -0.03, -0.03, -0.03, -0.22, -0.39, -0.22, 0.06, 0.04, 0.05, 0.07, 0.07, 0.04, 0.05, 0.06

***

Order from most stable to least stable according to the calculation: R, Q, P

***

--- P ---
This record from the Open Molecules 2025 dataset describes a 2-piece molecular cluster, C4H12 overall. The level of theory is ωB97M-V/def2-TZVPD.

Highest occupied orbital energy (spin up / spin down)   1.6 / -7.4 eV
Gap between HOMO and LUMO (spin up / spin down)   2.8 / 12.0 eV
Multiplicity   2
Charge   -1

Element x y z (Å)
1 C -0.308 0.111 -1.848
2 C 0.879 1.069 -2.114
3 H -1.246 0.627 -2.039
4 H -0.129 -0.797 -2.425
5 H -0.291 -0.197 -0.807
6 H 0.549 2.110 -2.139
7 H 1.214 0.943 -3.157
8 H 1.693 0.834 -1.442
9 C 0.249 -1.072 2.229
10 C -0.854 -0.143 1.764
11 H 0.995 -0.544 2.830
12 H -0.140 -1.770 2.990
13 H 0.713 -1.621 1.413
14 H -1.809 -0.654 1.624
15 H -0.572 0.304 0.808
16 H -0.944 0.799 2.311

So, what does the Löwdin scheme give us? The charges, in e, come out as: -0.32, -0.37, 0.04, 0.02, 0.00, 0.03, 0.02, 0.01, -0.32, -0.31, 0.03, 0.04, 0.03, 0.05, 0.01, 0.04

***

--- Q ---
This record from the Open Molecules 2025 dataset describes a 2-piece molecular cluster, C4H12 overall. The level of theory is ωB97M-V/def2-TZVPD.

Highest occupied orbital energy (spin up / spin down)   1.6 / -7.8 eV
Gap between HOMO and LUMO (spin up / spin down)   2.7 / 12.3 eV
Multiplicity   2
Charge   -1

Element x y z (Å)
1 C -1.036 1.258 -0.555
2 C -1.647 2.564 -0.069
3 H -0.485 1.404 -1.490
4 H -0.360 0.860 0.213
5 H -1.757 0.452 -0.762
6 H -2.139 3.077 -0.897
7 H -2.379 2.540 0.732
8 H -0.863 3.273 0.204
9 C 1.157 -1.766 1.027
10 C 1.518 -2.029 -0.424
11 H 1.940 -1.297 1.628
12 H 0.283 -1.117 1.097
13 H 0.910 -2.689 1.575
14 H 1.955 -1.137 -0.891
15 H 2.261 -2.818 -0.578
16 H 0.617 -2.297 -0.976

So, what does the Löwdin scheme give us? The charges, in e, come out as: -0.36, -0.35, 0.03, 0.02, 0.02, 0.03, 0.03, 0.03, -0.36, -0.28, 0.03, 0.01, 0.04, 0.04, 0.04, 0.04

***

Order from most stable to least stable according to the calculation: Q, P

***

--- P ---
This record from the Open Molecules 2025 dataset describes a 2-piece molecular cluster, C4H12 overall. The level of theory is ωB97M-V/def2-TZVPD.

Highest occupied orbital energy (spin up / spin down)   1.6 / -7.1 eV
Gap between HOMO and LUMO (spin up / spin down)   2.7 / 11.4 eV
Multiplicity   2
Charge   -1

Element x y z (Å)
1 C -0.245 -1.453 0.133
2 C -1.574 -2.160 0.331
3 H -0.037 -0.874 1.021
4 H 0.504 -2.212 -0.189
5 H -0.198 -0.947 -0.837
6 H -1.466 -2.903 1.134
7 H -2.440 -1.550 0.584
8 H -1.899 -2.870 -0.446
9 C 1.518 1.731 0.213
10 C 0.293 1.890 -0.672
11 H 1.806 2.749 0.530
12 H 1.437 1.051 1.062
13 H 2.429 1.450 -0.308
14 H 0.677 2.245 -1.643
15 H -0.402 2.715 -0.454
16 H -0.364 1.029 -0.630

So, what does the Löwdin scheme give us? The charges, in e, come out as: -0.36, -0.46, 0.03, 0.04, 0.02, 0.02, 0.01, 0.02, -0.26, -0.30, 0.05, 0.04, 0.04, 0.05, 0.04, 0.01

***

--- Q ---
This record from the Open Molecules 2025 dataset describes a 2-piece molecular cluster, C4H12 overall. The level of theory is ωB97M-V/def2-TZVPD.

Highest occupied orbital energy (spin up / spin down)   1.5 / -7.5 eV
Gap between HOMO and LUMO (spin up / spin down)   2.8 / 12.0 eV
Multiplicity   2
Charge   -1

Element x y z (Å)
1 C 1.140 -1.583 0.084
2 C 1.724 -1.233 1.418
3 H 1.233 -2.645 -0.140
4 H 0.063 -1.346 0.043
5 H 1.363 -0.992 -0.809
6 H 1.181 -1.739 2.219
7 H 1.847 -0.165 1.622
8 H 2.740 -1.628 1.548
9 C -1.864 0.830 -1.002
10 C -0.995 1.976 -0.481
11 H -2.592 1.273 -1.688
12 H -1.248 0.126 -1.565
13 H -2.394 0.327 -0.193
14 H -0.012 1.670 -0.115
15 H -0.818 2.709 -1.273
16 H -1.521 2.458 0.344

So, what does the Löwdin scheme give us? The charges, in e, come out as: -0.37, -0.31, 0.03, 0.03, 0.02, 0.04, 0.04, 0.04, -0.38, -0.30, 0.03, 0.02, 0.02, 0.03, 0.04, 0.03

***

--- R ---
This record from the Open Molecules 2025 dataset describes a 2-piece molecular cluster, C4H12 overall. The level of theory is ωB97M-V/def2-TZVPD.

Highest occupied orbital energy (spin up / spin down)   1.5 / -7.2 eV
Gap between HOMO and LUMO (spin up / spin down)   3.0 / 11.7 eV
Multiplicity   2
Charge   -1

Element x y z (Å)
1 C -0.682 1.330 1.743
2 C -1.911 0.267 1.978
3 H -0.833 2.152 1.022
4 H -0.415 1.904 2.643
5 H 0.185 0.796 1.503
6 H -2.802 0.924 1.762
7 H -2.020 -0.300 1.100
8 H -2.076 -0.271 2.933
9 C 1.467 -1.552 -1.652
10 C 1.150 -0.153 -2.185
11 H 0.689 -2.246 -1.952
12 H 2.525 -1.963 -1.786
13 H 1.364 -1.684 -0.516
14 H 1.039 0.616 -1.288
15 H 0.266 -0.018 -2.665
16 H 2.054 0.198 -2.640

So, what does the Löwdin scheme give us? The charges, in e, come out as: -0.33, -0.29, 0.02, 0.02, -0.02, 0.03, -0.02, 0.04, -0.33, -0.30, 0.02, 0.06, 0.03, 0.07, -0.02, 0.03

***

Order from most stable to least stable according to the calculation: Q, P, R

***

--- P ---
This record from the Open Molecules 2025 dataset describes the molecule C3H3N3S. The level of theory is ωB97M-V/def2-TZVPD.

Highest occupied orbital energy   -9.1 eV
Gap between HOMO and LUMO   8.0 eV
SMILES   [H]/N=C1/N=CNC1=S
Multiplicity   1

Element x y z (Å)
1 H 0.886 2.386 0.046
2 N -0.150 2.219 -0.139
3 C -0.142 1.010 0.068
4 N -1.282 0.320 0.106
5 C -1.197 -0.885 -0.069
6 N 0.159 -1.260 -0.140
7 C 0.949 -0.134 -0.036
8 S 2.548 0.041 -0.003
9 H -2.298 -1.449 -0.041
10 H 0.527 -2.249 0.209

So, what does the Löwdin scheme give us? The charges, in e, come out as: 0.08, 0.20, -0.50, 0.06, -0.18, 0.01, -0.78, 0.71, 0.19, 0.20

***

--- Q ---
This record from the Open Molecules 2025 dataset describes a 2-piece molecular cluster, C3H3N3S overall. The level of theory is ωB97M-V/def2-TZVPD.

Highest occupied orbital energy   -9.1 eV
Gap between HOMO and LUMO   7.2 eV
Multiplicity   1

Element x y z (Å)
1 C 0.572 -0.423 0.699
2 C -1.277 -0.402 -0.593
3 C -0.191 0.503 -0.249
4 H 2.163 -1.145 1.628
5 H -0.541 -1.932 2.318
6 H -2.044 -0.195 -1.267
7 N 1.742 -0.295 1.098
8 N -0.188 -1.722 0.630
9 N -1.414 -1.476 0.162
10 S 0.301 1.854 -0.941

So, what does the Löwdin scheme give us? The charges, in e, come out as: -0.47, -0.17, -0.74, 0.11, 0.27, 0.09, 0.16, -0.02, -0.02, 0.79

***

--- R ---
This record from the Open Molecules 2025 dataset describes the molecule C3H3N3S. The level of theory is ωB97M-V/def2-TZVPD.

Highest occupied orbital energy   -9.1 eV
Gap between HOMO and LUMO   7.7 eV
SMILES   [H]/N=C1/N=CC(=S)N1
Multiplicity   1

Element x y z (Å)
1 H 0.500 2.694 -0.350
2 N -0.201 2.102 -0.860
3 C -0.254 0.919 -0.431
4 N -0.996 -0.124 -1.087
5 C -0.548 -1.274 -0.706
6 C 0.321 -1.069 0.544
7 S 0.963 -2.136 1.641
8 N 0.395 0.286 0.674
9 H -0.918 -2.204 -0.995
10 H 0.738 0.806 1.570

So, what does the Löwdin scheme give us? The charges, in e, come out as: 0.08, 0.17, -0.47, 0.13, -0.07, -0.81, 0.64, 0.04, 0.09, 0.20

***

--- S ---
This record from the Open Molecules 2025 dataset describes the molecule C3H3N3S. The level of theory is ωB97M-V/def2-TZVPD.

Highest occupied orbital energy   -9.6 eV
Gap between HOMO and LUMO   7.8 eV
SMILES   S/C=C1/N=CN=N1
Multiplicity   1

Element x y z (Å)
1 S 0.460 0.441 2.776
2 C -0.302 -0.481 1.422
3 C -0.140 -0.117 0.148
4 N -0.304 -1.072 -0.946
5 C -0.120 -0.376 -2.069
6 N 0.117 1.003 -1.685
7 N 0.036 1.174 -0.333
8 H 0.510 1.655 2.112
9 H -0.337 -1.607 1.697
10 H 0.078 -0.621 -3.121

So, what does the Löwdin scheme give us? The charges, in e, come out as: 0.75, -0.36, -0.50, 0.08, -0.15, 0.01, 0.05, -0.10, 0.11, 0.11

***

Order from most stable to least stable according to the calculation: R, P, S, Q